# 1
Molecular formula: C40H38BrClGeN2O4Ru
Method: DFT, ωB97M-V/def2-TZVPD

```
88
C40H38BrClGeN2O4Ru (ωB97M-V/def2-TZVPD)
Ru -0.86 1.74 1.02
C 1.10 1.59 0.98
Ge 2.09 0.62 -0.30
C 4.04 1.06 -0.20
C 4.51 1.87 0.81
C 5.85 2.22 0.90
C 6.74 1.75 -0.06
C 6.28 0.95 -1.09
C 4.95 0.60 -1.15
C 2.13 -1.39 -0.45
C 2.20 -2.01 -1.68
C 2.37 -3.37 -1.79
C 2.46 -4.15 -0.65
C 2.34 -3.55 0.59
C 2.18 -2.18 0.69
C 1.55 1.16 -2.15
C 0.26 0.83 -2.54
C -0.24 1.22 -3.77
C 0.54 2.00 -4.61
C 1.81 2.39 -4.21
C 2.30 1.97 -2.99
H 3.80 2.24 1.54
H 6.20 2.86 1.70
H 7.79 2.03 -0.01
H 6.97 0.59 -1.85
H 4.59 -0.03 -1.95
H 2.12 -1.41 -2.58
H 2.44 -3.84 -2.77
H 2.63 -5.22 -0.73
H 2.38 -4.17 1.48
H 2.08 -1.71 1.66
H -0.35 0.25 -1.85
H -1.24 0.94 -4.06
H 0.15 2.31 -5.58
H 2.41 3.02 -4.85
H 3.30 2.27 -2.68
C -1.66 0.94 3.90
O -1.34 2.26 3.53
H -0.75 0.44 4.22
H -2.09 0.37 3.07
H -2.39 0.93 4.73
Br -1.16 7.99 -1.48
C -0.99 6.20 -0.78
C -0.92 6.04 0.59
C -0.81 4.76 1.10
C -0.75 3.62 0.28
C -0.80 3.85 -1.11
C -0.94 5.13 -1.64
H -0.95 6.90 1.24
H -0.77 4.63 2.18
H -0.74 3.02 -1.80
H -1.00 5.27 -2.71
C -5.30 4.33 2.30
C -4.60 3.24 1.55
C -5.04 2.47 0.48
C -3.94 1.69 0.14
N -2.94 1.98 0.97
N -3.33 2.93 1.84
C -3.74 0.65 -0.91
H -6.37 4.14 2.37
H -5.16 5.29 1.78
H -4.88 4.42 3.30
H -6.01 2.47 0.01
H -2.13 2.65 3.07
H -4.02 1.03 -1.90
H -4.34 -0.24 -0.70
H -2.69 0.37 -0.90
C -0.33 -6.29 -1.44
C -0.47 -6.19 0.05
C -0.29 -7.33 0.83
C -0.44 -7.27 2.20
Cl -0.19 -8.72 3.13
C -0.78 -6.09 2.83
C -0.95 -4.94 2.07
C -0.78 -4.97 0.69
O -0.90 -3.89 -0.12
C -1.67 -2.76 0.27
C -1.11 -1.68 1.29
O -0.95 -2.00 2.47
O -1.00 -0.55 0.78
H -0.87 -7.15 -1.82
H 0.72 -6.39 -1.72
H -0.72 -5.38 -1.90
H -0.05 -8.27 0.35
H -0.90 -6.04 3.90
H -1.15 -3.99 2.55
H -2.64 -3.10 0.68
H -1.84 -2.22 -0.66
```

The value obtained for the strongest force on any atom is 0.0407 hartree/bohr. The expectation value of S² is 6.02. Its total charge is -2. As for the multiplicity: 5. Its energy above the lowest of the compared OMol25 structures with the same formula, charge and spin is 163.3 kJ/mol. The calculation puts the frontier orbital gap (spin up / spin down) at 4.528 / 5.646 eV.



# 2
Molecular formula: C15H29N7O5S2
Method: DFT, ωB97M-V/def2-TZVPD

```
58
C15H29N7O5S2 (ωB97M-V/def2-TZVPD)
C -4.05 -2.24 -2.62
C -3.22 -2.00 -1.37
C -4.11 -1.78 -0.15
N -2.36 -3.16 -1.12
C -1.12 -3.32 -1.69
O -0.63 -2.43 -2.35
N -0.47 -4.50 -1.47
C 0.73 -4.87 -2.06
N 1.21 -6.04 -1.72
N 2.39 -6.34 -2.34
C 2.77 -5.38 -3.15
S 4.27 -5.34 -4.17
N 4.88 -6.89 -4.13
O 4.01 -4.99 -5.57
O 5.33 -4.52 -3.58
S 1.73 -4.00 -3.21
H -4.70 -1.38 -2.81
H -3.40 -2.37 -3.49
H -4.68 -3.13 -2.51
H -2.61 -1.11 -1.52
H -3.49 -1.61 0.74
H -4.75 -2.65 0.02
H -4.74 -0.90 -0.30
H -2.79 -3.98 -0.70
H -0.88 -5.17 -0.84
H 4.85 -7.18 -3.16
H 5.83 -6.80 -4.45
C 3.68 4.88 3.95
N 2.38 4.57 3.35
C 1.91 3.34 3.17
O 2.53 2.35 3.55
C 0.54 3.16 2.45
C 0.61 2.04 1.39
C -0.73 1.72 0.70
C -0.51 0.73 -0.44
C -1.77 1.13 1.67
N 0.00 4.38 1.83
C -0.53 5.41 2.50
C -1.13 6.52 1.67
O -0.52 5.49 3.72
H 4.45 4.25 3.51
H 3.64 4.68 5.02
H 3.93 5.93 3.79
H 1.77 5.34 3.12
H -0.15 2.85 3.24
H 0.97 1.12 1.86
H 1.33 2.33 0.63
H -1.14 2.63 0.26
H -0.21 -0.24 -0.04
H 0.28 1.10 -1.10
H -1.42 0.63 -1.01
H -2.67 0.87 1.12
H -2.03 1.87 2.43
H -1.36 0.24 2.15
H -0.02 4.42 0.82
H -1.93 6.12 1.04
H -1.54 7.27 2.34
H -0.36 6.97 1.04
```

The SMILES is CC(C)NC(=O)Nc1nnc(S(N)(=O)=O)s1.CNC(=O)[C@H](CC(C)C)NC(C)=O. The value obtained for the strongest force on any atom is 0.0805 hartree/bohr. The calculation puts the frontier orbital gap at 9.316 eV.



# 3
Molecular formula: C12H13BrN3O6S
Method: DFT, ωB97M-V/def2-TZVPD

```
36
C12H13BrN3O6S (ωB97M-V/def2-TZVPD)
C 1.17 -2.03 0.70
C 0.84 -0.87 -0.22
C 1.82 0.30 -0.35
C 3.11 -0.06 -1.10
C 4.09 -0.94 -0.34
O 4.52 -1.94 -0.83
Br 4.70 -0.48 1.46
C 1.94 1.26 0.88
O 1.85 0.81 2.04
O 2.09 2.43 0.57
C 0.92 1.15 -1.29
O 1.18 1.71 -2.31
O -0.31 1.08 -0.68
C -0.57 -0.22 -0.12
N -0.97 0.01 1.24
C -1.68 -0.98 -0.88
C -2.46 -0.15 -1.91
S -3.95 0.71 -1.28
C -3.59 1.19 0.34
N -4.03 0.62 1.43
N -3.52 1.28 2.47
C -2.76 2.23 2.02
O -2.82 2.20 0.70
H 0.40 -2.81 0.66
H 1.29 -1.65 1.72
H 2.12 -2.52 0.45
H 0.79 -1.34 -1.22
H 3.55 0.89 -1.39
H 2.81 -0.66 -1.96
H -1.83 -0.46 1.49
H -0.23 -0.16 1.91
H -2.39 -1.48 -0.23
H -1.19 -1.77 -1.45
H -1.85 0.57 -2.45
H -2.84 -0.85 -2.66
H -2.20 2.95 2.57
```

The SMILES is C[C@@H]1[C@](CC(=O)Br)(C(=O)[O-])C(=O)O[C@@]1(N)CCSc1nnco1. The value obtained for the strongest force on any atom is 0.0688 hartree/bohr. Its total charge is -1. The calculation puts the frontier orbital gap at 7.702 eV.



# 4
Molecular formula: C8H6O
Method: DFT, ωB97M-V/def2-TZVPD

```
15
C8H6O (ωB97M-V/def2-TZVPD)
C -3.11 -1.43 0.27
C -3.03 -0.11 0.57
C -2.17 -0.80 -0.60
C -2.14 0.91 -0.70
C 0.14 -0.78 0.46
C 0.20 0.76 0.52
C -0.68 -0.70 -0.86
C -0.63 0.84 -0.79
O -2.92 1.18 0.40
H 1.11 -1.24 0.31
H -0.38 -1.27 1.28
H -0.25 1.22 1.39
H 1.20 1.15 0.39
H -0.32 -1.27 -1.71
H -0.21 1.44 -1.59
```

The value obtained for the strongest force on any atom is 0.0809 hartree/bohr. Its energy above the lowest of the compared OMol25 structures with the same formula, charge and spin is 786.1 kJ/mol. The calculation puts the frontier orbital gap at 8.293 eV.



# 5
Molecular formula: C21H20BrN5
Method: DFT, ωB97M-V/def2-TZVPD

```
47
C21H20BrN5 (ωB97M-V/def2-TZVPD)
C 0.62 -3.39 3.32
C 0.27 -1.93 3.51
C 1.30 -1.45 4.55
C -1.10 -1.83 4.13
C 0.42 -1.06 2.25
C 0.60 0.37 2.30
C 0.48 1.10 1.14
C 0.33 0.55 -0.17
N 0.40 1.34 -1.29
C -0.40 1.17 -2.47
C -1.57 0.40 -2.77
C -1.73 -0.06 -4.09
C -2.70 -0.97 -4.34
C -3.50 -1.43 -3.30
N -3.43 -0.78 -2.06
C -2.51 0.05 -1.78
N -2.63 0.48 -0.49
N 0.03 1.92 -3.47
C 1.11 2.68 -2.97
C 1.87 3.66 -3.61
C 2.94 4.26 -2.90
Br 4.06 5.62 -3.60
C 3.21 3.72 -1.62
N 2.38 2.85 -1.02
C 1.33 2.34 -1.65
C 0.36 -0.84 -0.26
C 0.43 -1.66 0.94
H 1.38 -3.38 2.57
H -0.21 -4.06 3.13
H 1.16 -3.88 4.14
H 1.47 -2.21 5.28
H 0.90 -0.58 5.15
H 2.25 -1.19 4.01
H -1.25 -2.52 5.07
H -1.37 -0.77 4.27
H -1.83 -2.23 3.42
H 0.97 0.78 3.21
H 0.57 2.17 1.23
H -1.17 0.26 -4.97
H -2.96 -1.30 -5.30
H -4.40 -2.03 -3.36
H -3.09 -0.23 0.07
H -1.66 0.62 -0.14
H 1.79 3.66 -4.70
H 4.00 4.08 -1.07
H 0.24 -1.55 -1.10
H 0.61 -2.72 0.83
```

The SMILES is CC(C)(C)c1ccc(-n2c(-c3cccnc3N)nc3cc(Br)cnc32)cc1. The value obtained for the strongest force on any atom is 0.1344 hartree/bohr. Its energy above the lowest of the compared OMol25 structures with the same formula, charge and spin is 243.3 kJ/mol. The calculation puts the frontier orbital gap at 8.094 eV.



# 6
Molecular formula: C2H3NO3
Method: DFT, ωB97M-V/def2-TZVPD

```
9
C2H3NO3 (ωB97M-V/def2-TZVPD)
O 1.08 1.80 0.19
C 0.61 0.69 0.11
O 1.36 -0.40 0.45
C -0.77 0.57 -0.32
N -1.46 -0.53 -0.44
O -0.81 -1.63 -0.04
H 0.83 -1.19 0.33
H -1.19 1.48 -0.65
H -1.45 -2.33 -0.03
```

The SMILES is O=C(O)/C=N\O. The value obtained for the strongest force on any atom is 0.0618 hartree/bohr. Its energy above the lowest of the compared OMol25 structures with the same formula, charge and spin is 261.8 kJ/mol. The calculation puts the frontier orbital gap at 10.562 eV.



# 7
Molecular formula: C11H13Br3Cl12O6
Method: DFT, ωB97M-V/def2-TZVPD

```
45
C11H13Br3Cl12O6 (ωB97M-V/def2-TZVPD)
Br 5.25 -3.91 -1.94
C 3.30 -3.85 -1.83
Br 2.58 -2.71 -0.36
Br 2.47 -5.66 -1.89
H 2.99 -3.38 -2.77
Cl -0.02 -0.59 6.56
C 1.08 0.60 5.90
Cl 1.16 0.55 4.17
Cl 2.69 0.15 6.50
H 0.85 1.56 6.37
Cl -2.17 4.30 3.35
C -3.37 4.29 2.08
Cl -4.75 3.30 2.49
Cl -2.77 3.60 0.46
H -3.66 5.33 1.96
Cl -4.49 -1.97 5.46
C -3.33 -1.25 4.24
Cl -1.76 -2.10 4.46
Cl -3.07 0.49 4.47
H -3.52 -1.35 3.17
Cl -2.22 0.84 -3.36
C -2.43 -0.97 -3.66
Cl -2.71 -1.26 -5.37
Cl -3.69 -1.47 -2.56
H -1.52 -1.52 -3.40
O 0.77 -0.74 -3.01
C 1.71 -0.03 -3.39
O 1.77 0.38 -4.68
C 3.04 0.94 -4.88
C 3.54 1.39 -3.49
O 2.83 0.44 -2.66
H 3.62 0.20 -5.42
H 2.92 1.89 -5.41
H 3.24 2.38 -3.15
H 4.62 1.30 -3.58
O -2.04 -2.17 1.33
C -1.36 -1.27 1.00
O -1.79 -0.17 0.35
C -0.70 0.64 -0.04
C 0.46 0.07 0.75
O -0.08 -1.20 1.16
H -0.64 0.49 -1.12
H -0.81 1.70 0.22
H 0.73 0.81 1.50
H 1.28 -0.05 0.05
```

The SMILES is BrC(Br)Br.ClC(Cl)Cl.ClC(Cl)Cl.ClC(Cl)Cl.ClC(Cl)Cl.O=C1OCCO1.O=C1OCCO1. The value obtained for the strongest force on any atom is 0.0796 hartree/bohr. Its energy above the lowest of the compared OMol25 structures with the same formula, charge and spin is 146.0 kJ/mol. The calculation puts the frontier orbital gap at 9.922 eV.



# 8
Molecular formula: C4H13N5O
Method: DFT, ωB97M-V/def2-TZVPD

```
23
C4H13N5O (ωB97M-V/def2-TZVPD)
N 2.37 -1.55 -0.59
C 1.50 -1.65 0.33
O 1.66 -2.52 1.20
N 0.48 -0.79 0.33
N -0.47 -0.61 1.51
N 0.31 0.15 -0.65
C -0.91 0.07 -1.38
C -1.88 1.01 -0.56
N -0.99 1.77 0.35
C 0.33 1.48 -0.23
H 2.40 -0.66 -1.25
H 3.02 -2.28 -0.91
H 0.83 -2.76 1.66
H 0.01 -0.07 2.19
H -0.83 -1.48 1.86
H -1.29 -0.91 -1.35
H -0.76 0.56 -2.46
H -2.38 1.74 -1.37
H -2.60 0.60 0.03
H -1.29 2.83 0.56
H -1.10 1.28 1.32
H 1.11 1.77 0.48
H 0.48 2.02 -1.09
```

The SMILES is N/C(O)=[N+](/N)N1CC[NH2+]C1. The value obtained for the strongest force on any atom is 0.1132 hartree/bohr. Its total charge is +2. Its energy above the lowest of the compared OMol25 structures with the same formula, charge and spin is 278.0 kJ/mol. The calculation puts the frontier orbital gap at 11.956 eV.